Formula: C8H6N2O2
Source: the OMol25 dataset
Level of theory: ωB97M-V/def2-TZVPD

Summary:
strongest force on any atom	0.0687	Eh/bohr
orbital gap	0.3435	hartree
HOMO	-9.22	eV
SMILES	N#CNc1cccc(C(=O)O)c1
net charge	0

Bonds (Å) are listed after each position.
Positions of all 18 atoms, in Å:
1 C -2.627 -0.559 -0.033  C2 1.483, O17 1.319, O18 1.190
2 C -1.282 0.066 0.004  C1 1.483, C3 1.397, C8 1.381
3 C -1.138 1.441 -0.190  C2 1.397, C4 1.388, H10 1.095
4 C 0.115 2.038 -0.200  C3 1.388, C5 1.374, H11 1.090
5 C 1.268 1.293 -0.182  C4 1.374, C6 1.425, H12 1.091
6 C 1.109 -0.121 -0.098  C5 1.425, C8 1.407, N15 1.432
7 C 3.511 -0.653 0.014  N15 1.309, N16 1.171
8 C -0.153 -0.727 0.047  C2 1.381, C6 1.407, H14 1.078
9 H -3.140 0.825 1.167  O17 0.965
10 H -2.045 2.050 -0.266  C3 1.095
11 H 0.101 3.128 -0.212  C4 1.090
12 H 2.197 1.854 -0.298  C5 1.091
13 H 2.078 -1.985 0.143  N15 1.029
14 H -0.197 -1.750 0.383  C8 1.078
15 N 2.247 -0.989 -0.049  C6 1.432, C7 1.309, H13 1.029
16 N 4.570 -0.268 0.331  C7 1.171
17 O -3.529 0.086 0.681  C1 1.319, H9 0.965
18 O -2.912 -1.585 -0.563  C1 1.190

These are the Mulliken partial charges, in e, on atoms 1 to 2: 0.4777 0.1609